1.
{
  "formula": "C41H73BrN8O5P",
  "method": "ωB97M-V/def2-TZVPD",
  "largest_force_ev_per_a": 10.56,
  "total_charge": 1,
  "orbital_gap_ev": 8.77,
  "homo_ev": -11.67,
  "energy_ha": -5334.6628,
  "elements": ["Br", "P", "O", "O", "O", "O", "O", "N", "N", "N", "N", "N", "N", "N", "N", "C", "C", "C", "C", "C", "C", "C", "C", "C", "C", "C", "C", "C", "C", "C", "C", "C", "C", "C", "C", "C", "C", "C", "C", "C", "C", "C", "C", "C", "C", "C", "C", "C", "C", "C", "C", "C", "C", "C", "C", "C", "H", "H", "H", "H", "H", "H", "H", "H", "H", "H", "H", "H", "H", "H", "H", "H", "H", "H", "H", "H", "H", "H", "H", "H", "H", "H", "H", "H", "H", "H", "H", "H", "H", "H", "H", "H", "H", "H", "H", "H", "H", "H", "H", "H", "H", "H", "H", "H", "H", "H", "H", "H", "H", "H", "H", "H", "H", "H", "H", "H", "H", "H", "H", "H", "H", "H", "H", "H", "H", "H", "H", "H", "H"],
  "positions_angstrom": [[-1.937, 3.551, -1.992], [-3.033, 0.936, 0.274], [-4.017, 0.274, 1.368], [-0.842, -0.564, 0.827], [1.951, 0.858, 2.217], [-0.454, -4.325, 4.824], [0.859, -6.342, 4.357], [7.689, -1.705, -1.003], [-5.959, -2.134, -3.945], [-2.167, 0.479, -6.407], [2.299, 5.450, 0.212], [3.908, 3.391, -2.152], [-0.320, 3.199, 0.569], [1.261, 1.326, -0.166], [-3.866, -5.644, 0.619], [8.680, 1.235, 0.821], [-0.474, -0.263, 4.580], [-4.325, 3.240, -5.589], [2.947, -0.505, 0.227], [-4.036, 2.482, -6.886], [-4.897, 2.346, -4.494], [-0.025, -2.983, 4.353], [-3.014, 1.387, -6.625], [3.360, 0.977, -2.777], [8.013, 2.035, -0.294], [-6.129, -5.795, 2.227], [-0.714, -1.761, 5.263], [9.443, 0.014, 0.302], [-5.091, -4.192, -2.287], [-1.254, 1.299, 2.428], [3.354, 1.285, 4.231], [2.898, 6.292, -0.511], [-4.892, -5.712, 1.348], [8.484, -0.926, -0.411], [3.289, 0.568, 2.717], [0.539, -0.892, 1.122], [-1.652, 0.145, 3.491], [4.226, -1.028, -0.132], [-4.538, -5.339, -3.134], [-0.186, 1.817, -0.094], [-4.985, -7.435, 3.803], [2.350, 2.316, -0.334], [-5.577, -5.934, -4.079], [-0.476, -5.554, 2.329], [3.861, 8.592, -0.588], [-0.617, 2.028, -1.640], [2.569, 9.247, -0.112], [-5.566, -3.067, -3.193], [3.619, 7.307, -1.383], [-1.119, 0.842, -2.582], [3.195, 2.244, -1.777], [-1.164, 0.857, 0.839], [1.642, 0.302, 0.908], [-5.720, -6.105, 3.668], [-0.773, -0.697, -2.314], [0.014, -5.388, 3.917], [3.510, -0.574, 2.941], [4.437, 0.506, -2.587], [-3.641, 3.169, -7.643], [3.014, 7.513, -2.272], [-1.607, -1.150, -1.589], [-0.932, -1.293, -3.337], [0.293, -0.986, -1.947], [0.351, 2.475, -2.189], [2.383, 1.962, 4.380], [3.796, 4.144, -1.443], [-3.510, 2.296, 0.131], [-5.037, 4.047, -5.797], [-2.306, 0.939, -2.686], [-0.324, 1.872, 2.840], [2.789, 10.175, 0.426], [-5.146, -6.767, -4.642], [0.825, -1.821, 0.428], [-4.738, -7.628, 4.852], [7.259, 1.443, -0.822], [-6.616, -6.129, 4.298], [3.235, 2.250, 0.469], [4.573, 6.884, -1.713], [-0.742, 1.083, -3.693], [-5.115, 2.934, -3.598], [-6.795, -6.574, 1.840], [0.659, -1.293, 2.226], [-4.169, -6.129, -2.470], [9.374, 1.888, 1.361], [-2.532, 0.586, 4.170], [-1.292, 3.455, 0.792], [-0.224, -4.554, 1.752], [7.912, 0.917, 1.537], [5.382, -1.320, -0.106], [-0.497, 0.536, 5.456], [-4.953, 2.032, -7.282], [8.753, 2.382, -1.024], [-3.682, -4.988, -3.723], [-6.664, -4.840, 2.186], [-4.313, -3.810, -1.618], [1.144, -2.958, 4.430], [2.595, 0.103, -2.649], [-4.044, -7.436, 3.243], [-5.603, -8.264, 3.440], [-1.643, -5.736, 2.265], [-3.264, 0.117, -0.924], [-5.928, -5.197, -4.809], [-0.181, -1.850, 6.325], [-1.871, -1.946, 5.338], [-4.192, 1.561, -4.204], [0.609, -0.263, 4.145], [1.259, 0.724, -1.047], [10.232, 0.320, -0.393], [4.492, 8.376, 0.284], [2.015, 8.599, 0.575], [0.114, -6.417, 1.782], [0.350, 3.313, 1.356], [7.505, 2.912, 0.120], [4.410, 9.303, -1.215], [9.913, -0.517, 1.136], [-0.417, -2.895, 3.238], [-2.076, -0.857, 3.069], [-5.828, 1.869, -4.823], [-6.444, -6.309, -3.523], [-3.405, 3.709, -5.219], [-5.929, -4.537, -1.671], [4.174, 1.099, 2.124], [3.364, 1.283, -3.930], [-5.077, -5.304, 4.053], [2.053, 3.468, -0.296], [1.917, 9.490, -0.959], [3.285, 0.468, 5.097], [4.270, 2.005, 4.342], [-2.135, 2.108, 2.460]],
  "forces_ev_per_a": [[1.0, -1.0, 0.5], [-4.2, -3.2, 3.8], [3.6, 2.1, -3.2], [1.1, 1.1, -0.7], [0.7, -0.6, -2.8], [1.4, -1.1, -2.5], [-5.5, 6.5, -2.3], [6.0, 6.3, 4.8], [3.2, -7.4, 5.9], [-6.7, 7.3, -1.6], [4.8, 6.7, -5.6], [-3.3, -5.1, 2.1], [1.9, -1.4, -0.9], [-0.3, -1.3, 0.1], [-8.1, -0.5, 5.8], [-0.3, 0.3, 0.0], [0.2, -0.2, 0.7], [0.0, 0.1, 0.4], [9.2, -2.8, -1.6], [0.8, -0.6, 0.3], [-0.1, 0.0, 0.1], [-0.7, 0.8, -0.6], [5.7, -6.2, 1.2], [0.7, -0.3, -0.3], [0.0, 0.1, 0.0], [1.0, 0.1, -0.4], [0.5, -0.6, -0.2], [-0.8, -0.6, -0.4], [-0.1, 0.7, -0.8], [-1.0, 1.4, 0.5], [-1.3, 0.2, 0.2], [-4.0, -5.7, 4.6], [6.7, 0.5, -5.1], [-5.1, -5.4, -4.0], [2.2, 0.9, 3.0], [0.5, -1.3, -0.2], [-0.6, -0.6, 1.5], [-8.8, 4.3, 3.9], [0.0, -0.3, -0.3], [-3.2, 2.3, 1.3], [0.0, -0.1, 0.1], [3.8, 3.2, -1.3], [0.0, -0.1, -0.1], [-0.1, 1.0, 0.3], [-0.1, 0.4, 0.4], [1.7, 0.4, -1.7], [-0.1, 0.1, 0.0], [-2.7, 6.5, -4.8], [-0.4, -0.5, 0.8], [-1.0, -0.1, -2.0], [2.3, 3.8, -1.6], [0.7, -0.6, 1.1], [1.9, -3.7, 0.6], [0.2, -0.2, 0.4], [-1.3, -1.3, -0.3], [3.9, -4.9, 1.4], [-0.7, 2.3, -1.2], [-2.4, 1.0, -0.2], [0.1, -0.3, 0.0], [0.0, -0.2, 0.2], [2.2, 0.9, -1.3], [0.4, 1.5, 2.2], [-1.8, 0.7, -0.5], [-2.0, -0.8, 1.5], [2.1, -1.4, -0.5], [-0.2, -0.7, -0.3], [1.0, -0.7, -0.4], [0.1, -0.1, -0.1], [2.7, -0.4, 0.3], [-1.5, -1.2, -1.0], [-0.1, -0.1, -0.1], [-0.1, 0.1, 0.1], [-0.7, 2.2, 1.3], [-0.1, 0.0, -0.2], [0.1, 0.0, 0.0], [0.0, 0.1, -0.2], [-2.5, -0.4, -1.5], [-0.2, -0.2, 0.1], [-0.8, -0.3, 2.6], [0.0, -0.1, -0.1], [0.2, 0.1, -0.1], [-0.2, 1.2, -2.1], [0.0, 0.2, 0.1], [0.0, -0.2, 0.0], [1.9, -1.0, -1.7], [0.9, -0.4, -0.1], [-0.7, -2.0, 1.2], [0.2, 0.0, 0.0], [-2.9, 0.4, -0.6], [0.2, -1.7, -1.8], [0.2, -0.1, 0.1], [-0.2, 0.0, 0.1], [-0.1, 0.0, 0.2], [0.2, -0.1, -0.2], [-0.2, 0.1, -0.1], [-2.1, 0.2, -0.3], [1.3, 1.7, 0.0], [-0.1, 0.0, 0.0], [0.1, 0.1, 0.1], [2.5, 0.4, 0.2], [0.8, 1.3, 0.6], [0.0, 0.0, 0.1], [-1.4, 0.4, -2.2], [2.3, 0.2, 0.0], [-0.1, 0.0, -0.1], [-2.0, 0.2, 0.6], [0.1, 0.7, 1.1], [-0.2, -0.2, 0.0], [0.0, 0.0, -0.2], [0.0, 0.0, -0.1], [-1.2, 1.7, 1.7], [-1.1, -0.1, -0.6], [0.1, -0.1, -0.1], [0.0, -0.3, 0.0], [-0.1, -0.1, -0.3], [1.0, 0.1, 2.2], [0.8, 2.1, 0.3], [0.2, 0.0, 0.1], [0.1, 0.0, -0.1], [-0.1, 0.0, -0.2], [0.1, 0.2, -0.1], [-2.2, -1.5, 0.8], [-0.2, -0.3, 2.8], [-0.2, 0.0, -0.1], [-0.2, -2.7, 0.1], [0.1, 0.0, 0.1], [0.5, 1.9, -2.0], [-1.7, -1.7, -0.2], [1.9, -1.7, 0.1]]
}

2.
{
  "formula": "C6H12N2",
  "method": "ωB97M-V/def2-TZVPD",
  "largest_force_ev_per_a": 9.94,
  "orbital_gap_ev": 8.51,
  "homo_ev": -7.84,
  "energy_ha": -344.8945,
  "de_lowest_kcal_mol": 271.9,
  "elements": ["N", "N", "C", "C", "C", "C", "C", "C", "H", "H", "H", "H", "H", "H", "H", "H", "H", "H", "H", "H"],
  "positions_angstrom": [[-1.160, 1.306, 0.353], [1.106, -0.611, 1.324], [0.397, 1.467, 0.068], [-1.362, 0.059, 0.522], [-0.512, -0.781, -0.434], [-2.058, -0.934, -0.262], [0.792, -0.094, -0.020], [1.967, -0.149, -0.736], [-2.025, 1.866, -0.291], [0.845, 2.100, 0.918], [-1.437, -0.276, 1.563], [-2.539, -1.939, 0.191], [1.757, -0.597, -1.994], [-2.717, -0.495, -1.206], [1.977, -1.434, 1.096], [2.774, -1.240, 0.054], [0.059, -1.002, 1.571], [-0.809, -0.313, -1.540], [2.503, 0.761, -0.482], [0.442, 2.308, -0.694]],
  "forces_ev_per_a": [[-1.0, 9.5, -2.9], [-0.9, -2.6, 0.9], [-3.3, 2.6, 1.3], [-3.1, -5.6, 1.1], [-0.8, 1.5, -4.4], [-3.4, -2.3, -1.3], [-2.6, -0.8, 3.0], [4.8, -4.5, -4.4], [4.0, -2.0, 2.2], [-0.3, -1.9, -0.6], [0.7, -0.4, 0.1], [1.0, 2.6, -0.7], [1.3, 2.0, 4.0], [1.8, -1.5, 2.3], [-3.9, 2.6, 1.2], [-1.4, 2.7, -3.1], [4.2, 0.4, 0.3], [1.7, -0.3, 2.4], [0.8, -0.2, -1.0], [0.4, -1.9, -0.4]]
}

3.
{
  "formula": "C27H47N9O5Si2Zr",
  "method": "ωB97M-V/def2-TZVPD",
  "largest_force_ev_per_a": 1.97,
  "total_charge": 2,
  "orbital_gap_ev": 8.23,
  "homo_ev": -13.01,
  "energy_ha": -2551.9320,
  "de_lowest_kcal_mol": 26.7,
  "elements": ["Zr", "Si", "Si", "O", "O", "O", "O", "O", "N", "N", "N", "N", "N", "N", "N", "N", "N", "C", "C", "C", "C", "C", "C", "C", "C", "C", "C", "C", "C", "C", "C", "C", "C", "C", "C", "C", "C", "C", "C", "C", "C", "C", "C", "C", "H", "H", "H", "H", "H", "H", "H", "H", "H", "H", "H", "H", "H", "H", "H", "H", "H", "H", "H", "H", "H", "H", "H", "H", "H", "H", "H", "H", "H", "H", "H", "H", "H", "H", "H", "H", "H", "H", "H", "H", "H", "H", "H", "H", "H", "H", "H"],
  "positions_angstrom": [[-0.065, -0.253, -0.187], [-0.356, -3.498, -1.013], [2.505, -2.115, -1.651], [-0.033, -0.322, 2.048], [-3.568, 1.551, 0.882], [0.296, 1.451, -1.365], [0.432, 2.108, 1.208], [2.034, 0.126, 0.546], [-1.963, -1.128, 0.542], [-3.391, 2.939, -0.912], [-4.026, -1.898, 1.531], [-1.166, 0.279, 3.909], [-6.001, -2.328, 2.539], [-1.646, 1.491, -0.291], [3.942, 1.244, 1.111], [-5.322, -0.127, 2.318], [-1.147, -0.604, -2.236], [4.622, 2.473, 1.478], [-1.661, -0.131, -4.520], [-0.054, -1.314, -2.623], [0.332, -5.119, -1.755], [3.003, -2.821, 0.066], [2.632, 1.154, 0.928], [-4.751, 3.372, -0.675], [-2.998, -1.376, 1.027], [0.269, -1.435, -3.986], [-0.210, 2.025, 2.465], [3.121, -0.362, -2.158], [-0.254, -3.605, 0.906], [-0.477, 0.558, 2.814], [-1.496, -1.095, 4.236], [-1.730, 1.289, 4.779], [3.312, -3.315, -2.900], [-5.111, -1.429, 2.105], [-1.338, 3.054, -2.081], [-2.161, -3.438, -1.647], [0.633, -1.935, -1.496], [4.804, 0.088, 0.981], [-0.853, 1.994, -1.257], [-2.615, 3.473, -1.876], [-0.536, -0.844, -4.935], [1.812, 2.418, 1.199], [-2.886, 1.949, -0.061], [-1.917, -0.042, -3.168], [-3.060, 4.255, -2.475], [0.386, 2.511, 3.248], [-1.919, 0.844, 5.755], [-1.168, 2.550, 2.366], [1.300, -5.393, -1.353], [4.268, 3.312, 0.882], [4.501, 2.699, 2.541], [-1.104, -1.758, 3.468], [-6.199, 0.183, 2.706], [4.062, -0.100, -1.689], [0.428, -4.393, 1.208], [4.187, -0.795, 0.862], [-2.779, -4.148, -1.108], [2.386, 0.409, -1.919], [3.260, -2.965, -3.926], [3.294, -0.327, -3.230], [-5.010, 4.173, -1.360], [-2.608, -2.455, -1.538], [2.118, 2.905, 2.133], [-2.794, 0.491, -2.810], [-4.847, 3.717, 0.358], [-2.579, -1.210, 4.289], [-4.712, 0.557, 1.878], [5.456, 0.197, 0.113], [1.972, 3.113, 0.364], [-2.326, 0.335, -5.228], [-2.202, -3.708, -2.698], [-0.714, 3.479, -2.846], [0.097, -2.661, 1.335], [-5.834, -3.307, 2.379], [-1.053, 2.130, 4.916], [-5.438, 2.534, -0.809], [2.553, -2.276, 0.894], [1.133, -2.014, -4.270], [2.654, -3.846, 0.119], [-6.867, -2.047, 2.967], [-1.226, -3.842, 1.326], [-0.347, -5.937, -1.543], [4.079, -2.854, 0.208], [4.364, -3.433, -2.663], [5.686, 2.348, 1.276], [0.427, -5.058, -2.834], [-1.065, -1.360, 5.201], [-2.676, 1.659, 4.376], [5.418, 0.001, 1.878], [-0.315, -0.939, -5.988], [2.867, -4.302, -2.870]],
  "forces_ev_per_a": [[-0.2, 0.0, 1.1], [-0.3, -0.9, 0.3], [0.8, -0.2, 0.3], [0.0, 0.0, 0.0], [-0.2, 0.1, 0.1], [0.5, 0.2, -0.1], [0.3, 0.0, 0.4], [0.1, -0.2, -0.3], [-0.5, 0.0, 0.0], [0.4, -0.5, 0.2], [-0.4, -0.9, 0.1], [0.4, -0.1, -0.5], [-0.1, 0.2, 0.0], [1.0, -0.1, -0.8], [-0.5, -0.4, -0.2], [-0.2, -0.1, 0.0], [0.9, -0.4, -0.3], [0.0, 0.5, 0.2], [0.0, -0.1, 0.3], [-0.7, -0.1, -0.9], [0.0, 0.8, 0.3], [-0.1, 0.5, -0.6], [0.1, 0.7, 0.2], [-0.6, 0.0, 0.3], [1.0, 0.1, -0.4], [0.0, 0.1, 0.2], [-0.2, 0.0, -0.1], [-0.3, -0.6, 0.2], [0.0, 0.1, -0.8], [-0.1, 0.4, 0.3], [0.0, -0.5, -0.1], [-0.1, 0.5, 0.1], [-0.7, 0.4, 0.3], [-0.1, 0.3, 0.2], [0.2, -0.1, 0.1], [0.7, 0.3, 0.3], [0.0, -0.4, 0.1], [0.1, -0.5, -0.1], [-1.4, 1.4, -0.1], [0.5, -0.1, -0.1], [0.0, 0.1, 0.2], [0.0, -0.1, -0.2], [-0.4, 0.0, 0.2], [-0.4, 0.3, -0.2], [0.0, 0.0, 0.0], [-0.2, -0.1, -0.1], [0.1, 0.0, -0.1], [0.1, -0.1, 0.1], [0.3, 0.0, 0.1], [0.0, 0.0, 0.0], [0.0, 0.0, -0.1], [0.0, 0.0, 0.1], [0.1, 0.0, 0.0], [0.2, 0.0, 0.1], [0.2, -0.1, 0.1], [0.1, 0.0, 0.0], [0.0, -0.2, 0.2], [0.2, 0.0, -0.1], [0.0, 0.1, -0.2], [0.0, -0.1, -0.2], [0.1, 0.0, 0.0], [-0.1, 0.0, 0.0], [0.0, -0.1, -0.2], [0.0, 0.0, 0.0], [0.0, 0.0, -0.2], [0.0, 0.0, 0.0], [0.0, 0.0, -0.1], [0.0, 0.0, 0.1], [0.0, -0.1, 0.2], [-0.1, 0.0, -0.1], [0.1, -0.1, -0.2], [0.0, 0.1, -0.1], [0.0, -0.2, 0.2], [0.1, 0.1, 0.0], [0.0, 0.0, 0.0], [0.1, 0.1, 0.0], [0.0, 0.0, 0.0], [0.1, -0.1, 0.0], [-0.1, -0.3, 0.0], [0.0, -0.1, 0.0], [-0.2, 0.0, 0.1], [-0.2, -0.1, 0.1], [0.2, 0.0, 0.0], [0.2, 0.1, 0.2], [-0.1, 0.0, 0.0], [0.0, 0.1, -0.3], [0.0, 0.0, 0.0], [0.0, 0.0, 0.0], [0.0, 0.0, 0.0], [0.1, 0.0, 0.0], [-0.1, -0.3, 0.0]]
}

4.
{
  "formula": "C3H9Cl3NSi",
  "method": "ωB97M-V/def2-TZVPD",
  "largest_force_ev_per_a": 4.89,
  "total_charge": 1,
  "orbital_gap_ev": 11.48,
  "homo_ev": -14.60,
  "energy_ha": -1844.3676,
  "de_lowest_kcal_mol": 29.4,
  "smiles": "C[NH+](C)[Si](Cl)(Cl)CCl",
  "elements": ["Cl", "Cl", "Cl", "Si", "N", "C", "C", "C", "H", "H", "H", "H", "H", "H", "H", "H", "H"],
  "positions_angstrom": [[2.061, 3.592, -0.052], [-0.307, 2.222, -2.694], [-1.659, 2.728, 0.296], [-0.251, 1.899, -0.800], [-0.858, 0.118, -0.542], [1.431, 1.889, 0.003], [0.037, -0.871, -1.121], [-1.181, -0.196, 0.794], [-1.689, 0.595, 1.411], [-1.732, 0.054, -1.110], [0.931, -1.310, -0.470], [0.593, -0.671, -2.031], [-0.372, -1.822, -1.320], [1.398, 1.571, 1.017], [-1.797, -1.114, 0.820], [-0.271, -0.403, 1.337], [2.140, 1.303, -0.394]],
  "forces_ev_per_a": [[-0.4, -0.6, 0.0], [-0.1, 0.4, -1.9], [-0.7, 1.4, 0.2], [1.0, -1.1, 2.0], [-0.3, 0.9, -3.0], [-2.1, 2.8, 0.8], [4.1, -2.5, 0.6], [-1.3, -1.0, 3.7], [0.3, -0.8, -1.2], [0.6, 0.2, 0.4], [-1.9, 1.9, -0.4], [-0.5, 1.1, -0.3], [-1.6, -0.9, -0.2], [-0.4, 0.1, 1.1], [0.3, 0.4, 0.1], [0.4, -0.2, 0.1], [2.5, -2.1, -2.1]]
}